63
Properties=species:S:1:pos:R:3 method="wB97M-V/def2-TZVPD" e_above_lowest_ev=1.1633 spin_multiplicity=1 smiles=COCCNCCOC.COCCNCCOC.O.O.O.O.O total_charge=0 lumo_ev=0.4140 homo_lumo_gap_ev=8.90
C -0.233 1.245 4.637
O -1.011 0.191 5.069
C -0.521 -1.135 4.737
C -0.802 -1.441 3.268
N -2.215 -1.195 2.827
C -2.459 -1.140 1.428
C -3.976 -0.947 1.184
O -4.586 0.117 1.884
C -4.083 1.411 1.592
H -0.804 2.082 5.049
H -0.165 1.333 3.574
H 0.785 1.231 5.033
H -1.167 -1.804 5.319
H 0.515 -1.271 5.006
H -0.593 -2.507 3.120
H -0.051 -0.815 2.701
H -2.594 -0.364 3.248
H -2.096 -2.117 1.062
H -1.912 -0.319 0.914
H -4.546 -1.868 1.407
H -4.018 -0.748 0.120
H -3.719 1.520 0.557
H -3.210 1.640 2.199
H -4.841 2.166 1.774
C -2.136 -1.264 -5.092
O -1.758 -0.210 -4.167
C -0.940 -0.801 -3.095
C -0.688 0.296 -2.029
N 0.475 1.166 -2.319
C 0.271 2.023 -3.530
C 1.427 2.915 -3.841
O 2.528 2.213 -4.534
C 3.730 2.859 -4.551
H -1.362 -1.998 -5.236
H -2.514 -0.821 -6.043
H -2.885 -1.953 -4.663
H -0.024 -1.139 -3.576
H -1.517 -1.575 -2.581
H -0.504 -0.093 -1.016
H -1.595 0.952 -1.953
H 1.366 0.719 -2.422
H -0.620 2.671 -3.316
H 0.191 1.436 -4.389
H 1.767 3.375 -2.870
H 1.125 3.680 -4.556
H 3.734 3.869 -5.048
H 4.404 2.196 -5.194
H 4.202 2.926 -3.534
O 3.973 -0.834 3.267
H 3.781 -0.468 4.108
H 4.090 -1.765 3.316
O 0.884 1.872 0.934
H 0.446 1.849 0.108
H 0.983 2.780 1.184
O 3.925 -3.504 2.289
H 4.475 -4.267 2.239
H 3.285 -3.599 1.550
O 1.848 -3.317 0.218
H 2.011 -2.387 0.092
H 1.456 -3.806 -0.550
O 2.768 -0.686 0.734
H 2.214 0.087 0.962
H 3.488 -0.665 1.394



64
Properties=species:S:1:pos:R:3 method="wB97M-V/def2-TZVPD" spin_multiplicity=1 total_charge=+1 lumo_ev=-2.2323 homo_lumo_gap_ev=9.72
N 0.511 0.580 -0.082
H 0.470 1.085 0.802
H 0.534 1.226 -0.873
H -0.319 -0.018 -0.124
H 1.349 -0.006 -0.216
C -0.538 -0.985 3.286
C -0.283 -1.313 4.744
O 0.243 -2.630 4.897
H -1.178 -1.775 2.882
H 0.352 -0.909 2.665
H -1.102 -0.056 3.175
H -1.194 -1.227 5.344
H 0.447 -0.647 5.206
H -0.415 -3.255 4.576
C 1.446 2.198 3.323
C 0.115 2.720 2.814
O 0.122 3.065 1.432
O 2.028 1.253 2.429
H 1.278 1.778 4.319
H 2.139 3.043 3.439
H -0.212 3.552 3.442
H -0.632 1.937 2.952
H 0.809 3.734 1.333
H 2.842 0.944 2.837
C 2.559 -2.790 0.319
C 3.374 -1.556 0.047
O 2.800 -0.765 -1.027
O 1.246 -2.387 0.712
H 3.041 -3.348 1.126
H 2.487 -3.393 -0.590
H 4.366 -1.861 -0.292
H 3.433 -0.877 0.894
H 3.209 -1.004 -1.862
H 0.774 -3.130 1.097
C 0.813 3.084 -2.829
C 0.483 1.865 -3.662
O -0.495 1.053 -3.011
O 1.601 2.738 -1.700
H -0.110 3.598 -2.521
H 1.276 3.872 -3.435
H 1.406 1.314 -3.821
H 0.066 2.223 -4.608
H -1.341 1.512 -3.037
H 2.442 3.199 -1.732
C -1.036 -3.738 -3.372
C -0.489 -2.338 -3.159
O -0.886 -1.520 -4.247
O -0.488 -4.395 -4.493
H -2.107 -3.628 -3.533
H -0.858 -4.329 -2.465
H 0.612 -2.370 -3.098
H -0.845 -1.922 -2.208
H -0.792 -0.598 -3.979
H 0.444 -4.562 -4.329
C -2.673 1.469 0.140
C -4.088 1.513 -0.396
O -4.919 0.882 0.556
O -2.273 0.135 0.438
H -2.621 2.076 1.053
H -1.976 1.942 -0.554
H -4.117 0.995 -1.360
H -4.358 2.568 -0.512
H -5.689 0.495 0.131
H -3.083 -0.314 0.715



66
Properties=species:S:1:pos:R:3 method="wB97M-V/def2-TZVPD" e_above_lowest_ev=1.1180 spin_multiplicity=1 smiles=OCCO.OCCO.OCCO.OCCO.OCCO.OCCO.O.O total_charge=0 lumo_ev=0.1724 homo_lumo_gap_ev=9.65
O -0.315 6.219 -1.815
C -1.713 6.070 -2.024
C -2.108 4.631 -2.172
O -2.180 3.959 -0.929
H -0.203 5.915 -0.875
H -2.255 6.737 -1.347
H -1.926 6.529 -2.997
H -1.416 4.121 -2.845
H -3.114 4.635 -2.612
H -2.518 3.088 -1.118
O 3.104 -1.699 5.363
C 2.842 -2.635 4.307
C 2.912 -2.012 2.907
O 4.242 -1.663 2.572
H 4.045 -1.506 5.305
H 3.629 -3.385 4.458
H 1.874 -3.093 4.505
H 2.245 -1.150 2.914
H 2.585 -2.740 2.155
H 4.819 -2.404 2.781
O -0.419 -1.697 -3.838
C 1.019 -1.584 -3.819
C 1.683 -2.949 -3.705
O 1.373 -3.628 -2.515
H -0.712 -2.286 -4.542
H 1.328 -1.097 -4.749
H 1.151 -0.958 -2.939
H 2.753 -2.727 -3.740
H 1.443 -3.497 -4.625
H 0.436 -3.447 -2.311
O 0.583 2.375 1.521
C 1.356 3.012 0.482
C 1.379 4.559 0.535
O 0.051 5.105 0.606
H 1.164 2.472 2.286
H 2.368 2.595 0.462
H 0.913 2.661 -0.450
H 1.918 4.914 -0.344
H 1.899 4.919 1.427
H -0.513 4.338 0.792
O -1.420 -0.525 -1.415
C -0.445 0.279 -0.694
C 0.112 -0.469 0.490
O 0.329 -1.859 0.144
H -0.942 -0.911 -2.173
H 0.307 0.591 -1.421
H -1.035 1.136 -0.369
H -0.636 -0.535 1.284
H 1.026 -0.093 0.942
H 1.276 -2.012 0.200
O -3.155 -4.478 2.092
C -1.963 -3.765 1.796
C -1.606 -2.809 2.916
O -2.678 -1.896 3.112
H -3.285 -5.107 1.377
H -1.113 -4.434 1.610
H -2.117 -3.261 0.839
H -0.662 -2.295 2.689
H -1.379 -3.347 3.847
H -2.390 -1.331 3.838
O -1.281 -3.468 -1.441
H -2.038 -3.005 -1.815
H -0.808 -2.782 -0.927
O -3.292 1.499 -1.719
H -3.975 1.263 -2.356
H -2.554 0.911 -1.914



60
Properties=species:S:1:pos:R:3 method="wB97M-V/def2-TZVPD" e_above_lowest_ev=3.3866 spin_multiplicity=1 smiles=CC(C)O.CC(C)O.CO.CO.CO.CO.CO.CO total_charge=0 lumo_ev=0.4563 homo_lumo_gap_ev=10.36
C 2.108 -2.958 1.830
C 1.058 -4.038 1.782
C -0.129 -3.736 2.696
O 0.513 -4.230 0.469
H 2.676 -3.011 2.761
H 1.726 -1.941 1.715
H 2.854 -3.051 1.033
H 1.480 -5.006 2.080
H -0.675 -2.870 2.324
H 0.203 -3.606 3.725
H -0.794 -4.599 2.671
H 1.236 -4.499 -0.109
C -4.127 1.531 -2.251
C -3.726 1.887 -0.833
C -2.981 3.220 -0.731
O -4.874 2.005 0.001
H -4.953 2.136 -2.625
H -4.435 0.481 -2.301
H -3.287 1.653 -2.936
H -3.040 1.111 -0.466
H -2.210 3.312 -1.495
H -2.504 3.275 0.248
H -3.660 4.065 -0.839
H -5.401 1.204 -0.089
C 0.288 -0.294 4.019
O 0.159 0.894 4.801
H -0.625 -0.459 3.439
H 1.131 -0.231 3.337
H 0.419 -1.142 4.696
H -0.443 0.690 5.520
C 0.902 -2.359 -2.743
O -0.041 -2.292 -3.800
H 0.828 -3.280 -2.162
H 1.878 -2.379 -3.235
H 0.952 -1.542 -2.019
H -0.861 -2.683 -3.483
C 0.047 -0.089 0.228
O 1.277 0.605 0.216
H 0.211 -1.168 0.160
H -0.558 0.009 1.138
H -0.550 0.217 -0.637
H 1.067 1.527 -0.001
C 4.291 0.995 2.160
O 4.009 -0.153 1.362
H 3.839 1.869 1.672
H 3.901 0.900 3.176
H 5.366 1.167 2.148
H 3.076 -0.098 1.115
C 0.964 3.713 -1.695
O 0.521 3.205 -0.435
H 0.110 3.994 -2.314
H 1.687 4.523 -1.593
H 1.481 2.918 -2.235
H 0.606 3.922 0.200
C -0.527 0.928 -3.300
O -0.740 0.834 -4.686
H 0.531 0.933 -3.019
H -0.958 1.825 -2.856
H -1.032 0.091 -2.799
H -0.266 0.076 -5.035



60
Properties=species:S:1:pos:R:3 method="wB97M-V/def2-TZVPD" e_above_lowest_ev=4.7452 spin_multiplicity=1 smiles=CCO.CCO.CCO.CCO.CO.CO.CO.CO total_charge=0 lumo_ev=0.3722 homo_lumo_gap_ev=10.23
C -1.081 2.586 -5.534
C -1.986 3.495 -4.769
O -3.348 3.209 -4.991
H -1.274 2.801 -6.585
H -1.288 1.547 -5.279
H -0.005 2.700 -5.398
H -1.769 4.522 -5.062
H -1.776 3.287 -3.720
H -3.874 3.969 -4.729
C 0.017 2.972 3.412
C -0.504 4.351 3.855
O -0.830 5.039 2.691
H 0.753 3.145 2.627
H -0.827 2.344 3.126
H 0.394 2.398 4.259
H 0.341 4.847 4.333
H -1.359 4.246 4.523
H -0.898 5.967 2.926
C 2.632 -4.264 1.774
C 2.216 -3.274 2.935
O 1.574 -2.096 2.401
H 3.390 -4.968 2.119
H 3.147 -3.764 0.954
H 1.794 -4.795 1.323
H 3.096 -2.950 3.491
H 1.564 -3.830 3.609
H 0.716 -1.954 2.807
C 5.625 0.565 0.688
C 6.588 0.746 -0.444
O 6.903 2.128 -0.487
H 6.191 0.813 1.585
H 5.301 -0.473 0.773
H 4.790 1.246 0.525
H 6.149 0.459 -1.400
H 7.455 0.104 -0.287
H 7.471 2.307 -1.239
C 0.019 -0.028 -1.258
O 1.223 -0.774 -1.296
H 0.308 0.961 -0.901
H -0.434 0.083 -2.243
H -0.669 -0.430 -0.515
H 1.439 -1.091 -0.416
C -2.719 -2.466 3.287
O -1.854 -1.805 4.227
H -3.736 -2.737 3.570
H -2.902 -1.867 2.395
H -2.199 -3.332 2.877
H -2.359 -1.166 4.736
C -1.975 -4.477 -2.527
O -3.274 -4.409 -2.114
H -1.369 -3.857 -1.865
H -1.529 -5.450 -2.320
H -1.795 -4.342 -3.593
H -3.529 -3.488 -2.027
C -5.070 0.406 -0.828
O -4.406 -0.644 -1.605
H -4.850 0.330 0.237
H -4.858 1.416 -1.178
H -6.151 0.300 -0.913
H -4.600 -0.561 -2.542



70
Properties=species:S:1:pos:R:3 method="wB97M-V/def2-TZVPD" spin_multiplicity=1 total_charge=-1 lumo_ev=2.5858 homo_lumo_gap_ev=9.32
As 0.365 -0.826 -1.258
F 1.731 0.254 -1.177
F 0.094 -0.242 -2.928
F -0.939 -1.994 -1.494
F 0.616 -1.317 0.429
F -0.706 0.382 -0.568
F 1.414 -2.137 -1.794
O 1.298 -1.902 -4.572
H 0.800 -1.292 -4.006
H 0.747 -2.016 -5.353
O 1.219 -4.373 -3.117
H 0.683 -4.358 -3.911
H 1.291 -3.426 -2.856
O 0.178 -4.039 1.867
H -0.041 -3.151 2.256
H 0.511 -3.848 0.984
O -2.082 -1.144 -4.433
H -2.688 -1.641 -3.877
H -1.475 -0.721 -3.807
C -1.904 4.438 -4.322
C -1.897 3.772 -2.977
C -3.259 3.028 -2.782
O -3.305 2.340 -1.570
C -3.535 3.102 -0.406
N -0.836 2.768 -2.925
H -1.971 3.704 -5.131
H -0.962 4.938 -4.563
H -2.698 5.179 -4.437
H -1.772 4.472 -2.150
H -3.388 2.245 -3.536
H -4.127 3.696 -2.909
H -2.766 3.856 -0.227
H -3.550 2.400 0.426
H -4.538 3.538 -0.480
H -1.058 2.042 -3.600
H -0.933 2.296 -2.030
C 5.737 -1.040 1.257
C 4.650 -1.179 2.299
C 4.566 -0.006 3.250
O 4.160 1.250 2.674
C 3.480 2.074 3.588
N 3.368 -1.411 1.602
H 6.764 -1.158 1.610
H 5.650 -0.158 0.621
H 5.645 -1.882 0.566
H 4.886 -2.111 2.819
H 5.617 0.076 3.570
H 3.992 -0.124 4.170
H 2.389 2.060 3.500
H 3.752 3.110 3.365
H 3.818 1.871 4.607
H 3.130 -0.546 1.123
H 2.627 -1.536 2.284
C -1.080 0.668 2.966
C -1.538 -0.779 3.140
C -2.548 -1.104 2.046
O -2.892 -2.474 2.261
C -3.920 -2.934 1.468
N -0.310 -1.569 3.000
H -1.885 1.387 3.169
H -0.682 0.851 1.963
H -0.241 0.927 3.615
H -1.933 -0.772 4.157
H -2.087 -1.085 1.054
H -3.460 -0.499 2.050
H -4.829 -2.320 1.521
H -4.135 -3.993 1.628
H -3.691 -2.987 0.388
H 0.153 -1.241 2.145
H 0.333 -1.391 3.760



75
Properties=species:S:1:pos:R:3 method="wB97M-V/def2-TZVPD" spin_multiplicity=1 total_charge=0 lumo_ev=0.0847 homo_lumo_gap_ev=8.69
Rb -19.415 -29.470 -11.068
N -16.534 -29.416 -13.067
H -16.548 -28.949 -12.129
H -17.606 -29.666 -13.348
H -16.070 -30.316 -13.075
H -16.169 -28.807 -13.787
N -16.703 -28.661 -10.455
S -16.735 -27.286 -9.657
O -15.600 -26.454 -9.787
O -17.374 -27.403 -8.396
F -17.831 -26.559 -10.563
S -15.904 -29.679 -9.424
O -16.721 -30.382 -8.540
O -14.604 -29.227 -9.079
F -15.579 -30.750 -10.573
O -18.915 -30.036 -13.661
H -19.315 -29.820 -14.515
O -20.588 -30.911 -8.962
P -21.887 -31.171 -8.309
N -22.083 -30.121 -7.050
C -23.163 -30.296 -6.091
C -20.947 -29.307 -6.624
N -21.931 -32.707 -7.690
C -23.173 -33.366 -7.324
C -20.792 -33.051 -6.855
N -23.232 -31.056 -9.238
C -23.181 -31.822 -10.483
C -23.920 -29.775 -9.329
H -23.391 -29.327 -5.638
H -22.874 -30.953 -5.262
H -24.066 -30.643 -6.588
H -21.273 -28.646 -5.821
H -20.559 -28.720 -7.451
H -20.139 -29.923 -6.218
H -24.037 -32.824 -7.696
H -23.180 -34.383 -7.730
H -23.267 -33.457 -6.235
H -20.945 -32.728 -5.811
H -20.653 -34.133 -6.820
H -19.901 -32.544 -7.218
H -24.095 -32.393 -10.638
H -22.909 -31.179 -11.325
H -22.356 -32.538 -10.425
H -23.282 -28.996 -9.766
H -24.270 -29.418 -8.364
H -24.801 -29.864 -9.968
O -21.443 -27.374 -11.385
P -21.820 -26.584 -12.583
N -20.565 -25.921 -13.481
C -19.452 -26.759 -13.847
C -20.742 -24.813 -14.403
N -22.734 -25.247 -12.254
C -22.136 -24.148 -11.495
C -24.175 -25.395 -12.069
N -22.678 -27.527 -13.637
C -22.731 -28.967 -13.409
C -23.011 -27.070 -14.969
H -19.565 -27.318 -14.782
H -19.223 -27.449 -13.045
H -18.549 -26.141 -13.933
H -19.791 -24.274 -14.473
H -21.495 -24.112 -14.063
H -20.981 -25.152 -15.418
H -21.284 -23.728 -12.027
H -22.881 -23.365 -11.368
H -21.800 -24.483 -10.510
H -24.558 -26.157 -12.744
H -24.425 -25.679 -11.041
H -24.667 -24.448 -12.295
H -23.263 -29.452 -14.227
H -21.732 -29.400 -13.311
H -23.311 -29.214 -12.516
H -23.941 -27.533 -15.298
H -22.217 -27.304 -15.691
H -23.119 -25.985 -14.972